Molecular formula: CH8N4
Method: DFT, ωB97M-V/def2-TZVPD

Computed properties:
E_LUMO (spin up / spin down): 0.515 / 0.832 eV
DFT total energy: -7120.79224 eV
E_HOMO (spin up / spin down): -0.259 / -0.276 Eh
2S+1: 1
ΔE to the lowest compared entry with this formula, charge and spin: 663.8 kJ/mol

Element x y z (Å)
C -0.60 0.38 -0.31
N -0.45 -0.94 -0.12
N 1.27 0.34 -0.78
N -2.37 -0.38 0.40
N 2.12 0.58 0.31
H -0.05 -1.08 0.80
H 1.53 -0.48 -1.32
H 2.41 1.55 0.31
H -2.85 -1.04 -0.21
H -2.43 -0.74 1.35
H 2.93 -0.03 0.35
H -0.51 1.12 0.48
H -1.01 0.72 -1.26

Here are the Mulliken charges for atoms 1 to 6, given in e: C 0.005; N -0.517; N -0.444; N -0.660; N -0.396; H 0.249